C32H29F6N2O4P2V | wB97M-V/def2-TZVPD

CARTESIAN COORDINATES (ANGSTROEM)
V  -1.68908  -0.14146  -0.97585
O  -0.99694  1.30027  0.52553
P  -0.40094  0.71890  1.78687
C  1.37950  0.24883  1.36270
P  1.71157  0.13903  -0.47771
O  0.17077  0.40363  -1.83524
C  3.04256  -1.02766  -0.73278
C  4.08874  -0.99555  0.19402
C  5.26984  -1.68693  -0.06853
C  5.40887  -2.41959  -1.23876
C  4.35587  -2.48676  -2.17467
C  3.18885  -1.75321  -1.93465
C  1.76586  1.66163  -1.31153
C  0.76955  1.97473  -2.25926
C  0.72114  3.15944  -2.89537
C  1.88434  3.90544  -2.71684
C  2.89227  3.53023  -1.90655
C  2.90498  2.37997  -1.13321
C  -1.16922  -0.69893  2.69202
C  -0.70793  -1.99444  2.65960
C  -1.50043  -3.12458  3.01020
C  -2.68664  -2.90590  3.66050
C  -3.11010  -1.58455  3.82326
C  -2.40703  -0.49303  3.31175
C  -0.26571  1.98024  3.00476
C  0.21581  1.64444  4.25565
C  0.31558  2.64346  5.22282
C  -0.05309  3.95128  4.90229
C  -0.50993  4.26764  3.62370
C  -0.64392  3.27000  2.66451
H  1.64560  -0.73805  1.80597
H  2.05083  1.02758  1.81510
H  3.97226  -0.39213  1.10000
H  6.08497  -1.66412  0.64322
H  6.33118  -2.95878  -1.43803
H  4.48882  -3.07807  -3.07394
H  2.37923  -1.73397  -2.66162
H  -0.06769  1.63768  -2.97784
H  -0.11138  3.45945  -3.52311
H  1.96523  4.83167  -3.27467
H  3.75981  4.16824  -1.80715
H  3.71172  2.05880  -0.46087
H  0.32786  -2.11418  2.31806
H  -1.20841  -4.13715  2.70074
H  -3.31118  -3.72721  4.01825
H  -4.05124  -1.39120  4.34457
H  -2.84442  0.50140  3.39343
H  0.48260  0.60392  4.46717
H  0.70585  2.39509  6.20254
H  0.01959  4.74800  5.64025
H  -0.75500  5.28747  3.35872
H  -1.01385  3.45640  1.66486
O  -3.09848  -0.08789  0.00985
N  -2.86539  2.44825  -1.77885
C  -3.19052  3.18683  -2.87782
C  -2.81579  2.43030  -3.98271
C  -2.33597  1.20847  -3.46613
N  -2.39427  1.21357  -2.13193
H  -3.03893  2.65488  -0.80155
H  -3.65051  4.16092  -2.81363
H  -2.89945  2.72098  -5.01748
H  -1.96316  0.35774  -4.01087
C  -2.88168  -3.83942  -1.78337
C  -1.62053  -2.94039  -1.79390
O  -1.92418  -1.58766  -2.11101
C  -0.81897  -3.35952  -0.18108
F  -1.84641  -3.04384  0.59185
F  -0.84328  -4.84776  0.12099
F  0.53394  -2.78968  0.27662
C  -0.58322  -3.33643  -2.81681
F  -0.05793  -4.54355  -2.52033
F  0.44351  -2.50853  -2.95054
F  -1.14152  -3.43693  -4.04792
H  -3.57290  -3.38064  -1.08910
H  -2.57157  -4.79345  -1.38669
H  -3.37027  -3.99362  -2.73248

As for the spin multiplicity: 1. The electronic energy is -3872.36454 a.u. As for the net charge: +2. The value obtained for the orbital gap (alpha / beta) is 5.298 / 5.303 eV.